1.
22
Properties=species:S:1:pos:R:3 method="wB97M-V/def2-TZVPD" spin_multiplicity=1 e_lumo_ha=0.02418 charge=0
C 0.86 2.05 -0.27
C -0.32 0.36 0.90
C 0.33 -0.21 -1.06
C 1.50 -1.18 -0.93
C -0.94 -0.52 -1.91
C -1.10 -0.92 2.61
N 0.20 1.57 0.80
N 0.75 1.14 -1.25
O -0.02 -0.31 2.06
S 1.45 3.65 -0.33
H -1.47 0.30 0.60
H 2.35 -0.89 -1.55
H 1.20 -2.21 -1.22
H 1.83 -1.35 0.08
H -0.90 -0.81 -2.92
H -1.52 0.50 -1.92
H -1.57 -1.25 -1.39
H -1.04 -1.97 2.32
H -1.96 -0.56 2.25
H -1.06 -0.79 3.67
H 0.45 1.90 1.69
H 0.99 1.48 -2.22

=====

2.
22
Properties=species:S:1:pos:R:3 method="wB97M-V/def2-TZVPD" spin_multiplicity=1 e_lumo_ha=-0.29872 charge=+2
C -1.63 1.38 0.06
C -1.16 0.42 -0.69
C 1.13 -0.37 -0.39
C 1.79 -1.77 -0.34
C 1.53 2.09 -0.40
C -3.35 -0.75 0.99
N -0.17 -0.48 -0.85
N 1.82 0.68 -0.10
O 3.11 0.43 0.44
S -3.03 0.32 -0.44
H -1.44 2.42 0.44
H 1.17 -2.61 -0.77
H 2.24 -1.87 0.54
H 2.65 -1.73 -1.01
H 0.87 2.35 0.51
H 2.48 2.55 -0.37
H 1.01 2.07 -1.31
H -4.00 -0.30 1.79
H -2.41 -1.15 1.31
H -3.93 -1.53 0.44
H -0.44 -1.43 -1.22
H 3.69 1.12 0.41

=====

3.
21
Properties=species:S:1:pos:R:3 method="wB97M-V/def2-TZVPD" spin_multiplicity=1 e_lumo_ha=0.03198 charge=0
C 0.09 -0.93 0.00
C 1.46 -0.85 -0.09
C 2.43 -1.99 -0.22
C -2.58 0.87 -1.19
C 1.39 1.68 1.81
C -2.18 -0.09 -0.18
N -0.76 0.12 -0.23
N 1.98 1.83 0.71
S 2.25 0.76 -0.46
H -0.46 -1.91 0.30
H 2.78 -2.11 -1.27
H 1.80 -2.77 0.09
H 3.24 -1.87 0.49
H -2.21 0.55 -2.20
H -3.74 1.08 -1.41
H -2.22 1.88 -1.02
H -0.56 1.12 -0.14
H 0.65 0.92 2.13
H 1.44 2.58 2.42
H -2.47 0.27 0.85
H -2.33 -1.16 -0.41

=====

4.
22
Properties=species:S:1:pos:R:3 method="wB97M-V/def2-TZVPD" spin_multiplicity=1 e_lumo_ha="-0.02839 / -0.04402" charge=0
C -0.26 -0.17 -0.81
C 3.08 0.87 -1.05
C -0.69 0.25 0.68
C -0.92 -1.45 -1.29
C -0.47 -0.92 1.63
C -2.15 0.68 0.64
N 1.13 -0.37 -0.87
N 1.90 0.58 -0.65
S 0.29 1.65 1.18
S 4.05 2.01 -0.17
H -0.57 0.68 -1.44
H 3.49 0.53 -1.99
H -0.80 -1.54 -2.37
H -1.99 -1.47 -1.07
H -0.44 -2.31 -0.82
H -1.11 -1.76 1.38
H -0.69 -0.61 2.65
H 0.57 -1.25 1.60
H -2.80 -0.12 0.28
H -2.28 1.56 0.01
H -2.47 0.94 1.65
H 3.15 2.19 0.80

=====

Record-wise electronic energy values, in eV: -22276.746, -22257.036, -20229.190, -31064.068